Record 1
Computed, not measured: a molecular structure, C25H51N4O8S2, with the ωB97M-V functional and the def2-TZVPD basis.

Output
- HOMO (alpha / beta) (eV) = -5.633 / -5.762
- expectation value of S² = 2.01

```
! wB97M-V def2-TZVPD RIJCOSX def2/J DEFGRID3
* xyz -1 3
C 4.924 -2.054 -4.444
C 3.494 -2.427 -4.742
O 2.822 -1.238 -5.123
C 1.451 -1.451 -5.392
C 0.772 -0.114 -5.598
O -0.360 0.018 -4.769
C -0.691 1.323 -4.391
S -1.657 1.368 -2.899
O -2.026 2.760 -2.856
O -0.875 0.872 -1.805
N -2.868 0.450 -3.324
S -3.480 -0.519 -2.243
O -4.241 0.158 -1.220
O -2.592 -1.553 -1.792
C -4.663 -1.357 -3.279
C -5.929 -0.594 -3.447
N -6.453 -0.216 -4.538
H 5.229 -1.236 -5.087
H 5.045 -1.741 -3.414
H 5.582 -2.898 -4.622
H 3.437 -3.156 -5.554
H 3.023 -2.856 -3.872
H 1.353 -2.081 -6.278
H 0.969 -1.953 -4.554
H 0.451 0.001 -6.634
H 1.501 0.666 -5.390
H -1.308 1.814 -5.139
H 0.196 1.908 -4.166
H -4.188 -1.489 -4.243
H -4.811 -2.325 -2.815
H -6.445 -0.338 -2.529
H -5.860 -0.478 -5.325
C 3.422 -3.810 2.422
C 3.621 -3.220 1.013
C 4.641 -2.081 1.031
C 4.118 -0.809 1.691
C 2.787 -0.366 1.078
C 1.722 -1.461 1.073
N 2.344 -2.688 0.445
O 2.341 -2.733 -0.833
C 1.224 -1.749 2.494
C 0.521 -1.017 0.259
C 4.089 -4.326 0.080
H 3.645 -3.100 3.215
H 2.400 -4.159 2.557
H 4.087 -4.664 2.552
H 4.922 -1.857 -0.003
H 5.540 -2.444 1.537
H 4.010 -0.959 2.769
H 4.857 -0.015 1.568
H 2.375 0.491 1.614
H 2.950 -0.046 0.045
H 0.570 -2.622 2.497
H 0.642 -0.887 2.818
H 2.014 -1.907 3.226
H 0.781 -0.700 -0.741
H 0.067 -0.165 0.765
H -0.224 -1.807 0.168
H 3.335 -5.110 0.002
H 5.003 -4.754 0.494
H 4.293 -3.948 -0.917
C -3.587 3.710 1.942
C -2.732 2.452 2.194
C -3.402 1.534 3.216
C -3.368 2.066 4.651
C -1.943 2.425 5.074
C -1.253 3.384 4.102
N -1.367 2.801 2.729
O -0.461 1.934 2.484
C -1.864 4.787 4.192
C 0.229 3.493 4.423
C -2.559 1.735 0.870
H -4.240 3.969 2.778
H -2.961 4.572 1.715
H -4.218 3.527 1.075
H -2.898 0.563 3.179
H -4.429 1.371 2.885
H -4.023 2.936 4.755
H -3.763 1.305 5.328
H -1.933 2.883 6.067
H -1.346 1.510 5.133
H -1.470 5.423 3.399
H -1.586 5.224 5.153
H -2.947 4.796 4.128
H 0.704 2.518 4.455
H 0.335 3.976 5.397
H 0.741 4.097 3.673
H -2.025 2.358 0.155
H -3.522 1.501 0.436
H -2.014 0.802 0.977
*
```

How is the electron density shared among the atoms? According to Mulliken, the charges in e are:
1 C -1.11
2 C -0.09
3 O -0.28
4 C -0.41
5 C -0.62
6 O -0.17
7 C -0.81
8 S 1.06
9 O -0.73
10 O -0.36
11 N -0.40
12 S 1.15
13 O -0.72
14 O -0.64
15 C -0.75
16 C 0.10
17 N -0.73
18 H 0.37
19 H 0.15
20 H 0.36
21 H 0.28
22 H 0.23
23 H 0.27
24 H 0.33
25 H 0.20
26 H 0.40
27 H 0.27
28 H 0.43
29 H 0.28
30 H 0.35
31 H 0.36
32 H 0.25
33 C -1.85
34 C 1.96
35 C -1.15
36 C -0.54
37 C -1.18
38 C 2.58
39 N 0.27
40 O -0.52
41 C -1.89
42 C -2.38
43 C -1.90
44 H 0.32
45 H 0.30
46 H 0.50
47 H 0.23
48 H 0.36
49 H 0.28
50 H 0.42
51 H 0.28
52 H 0.45
53 H 0.41
54 H 0.29
55 H 0.33
56 H 0.44
57 H 0.07
58 H 0.70
59 H 0.46
60 H 0.48
61 H 0.25
62 C -1.98
63 C 2.70
64 C -1.27
65 C -0.51
66 C -1.23
67 C 1.72
68 N 0.31
69 O -0.45
70 C -1.70
71 C -1.93
72 C -2.61
73 H 0.30
74 H 0.34
75 H 0.50
76 H 0.35
77 H 0.39
78 H 0.30
79 H 0.39
80 H 0.39
81 H 0.31
82 H 0.36
83 H 0.44
84 H 0.32
85 H 0.33
86 H 0.44
87 H 0.44
88 H 0.62
89 H 0.77
90 H -0.03

Record 2
Computed, not measured: a molecular structure, C28H24F3N3O2Sc, with the ωB97M-V functional and the def2-TZVPD basis.

Output
- HOMO (eV) = -11.122

```
! wB97M-V def2-TZVPD RIJCOSX def2/J DEFGRID3
* xyz 1 1
Sc -1.043 0.373 0.196
O 0.750 0.648 0.612
C 1.512 1.109 1.567
C 2.865 0.720 1.632
C 3.710 1.203 2.600
C 3.250 2.107 3.557
C 1.942 2.522 3.515
C 1.046 2.042 2.541
C -0.288 2.551 2.493
N -1.248 2.027 1.811
C -2.479 2.789 1.677
C -2.491 3.346 0.238
N -1.948 2.319 -0.631
C -1.546 2.628 -1.813
C -1.098 1.650 -2.761
C -0.483 2.063 -3.955
C -0.152 1.152 -4.930
C -0.486 -0.192 -4.761
C -1.087 -0.627 -3.602
C -1.361 0.259 -2.538
O -1.867 -0.177 -1.412
H 3.228 0.025 0.889
H 4.742 0.886 2.615
H 3.926 2.478 4.311
H 1.580 3.217 4.259
H -0.477 3.461 3.077
H -2.536 3.610 2.404
H -3.337 2.118 1.812
H -1.879 4.258 0.194
H -3.514 3.595 -0.070
H -1.600 3.665 -2.168
H -0.257 3.114 -4.088
H 0.336 1.480 -5.832
H -0.279 -0.895 -5.553
H -1.366 -1.665 -3.482
C -1.717 -1.582 2.024
C -2.175 -0.585 2.891
C -1.325 -0.059 3.857
C -0.009 -0.484 3.934
C 0.454 -1.468 3.075
C -0.403 -2.044 2.149
H -2.431 -2.108 1.393
H -3.218 -0.293 2.880
H -1.699 0.659 4.572
H 0.655 -0.065 4.674
H 1.476 -1.809 3.149
H -0.073 -2.911 1.592
F 2.325 -5.743 -2.586
C 1.785 -4.774 -3.341
F 2.731 -4.341 -4.176
F 0.829 -5.348 -4.081
C 1.216 -3.673 -2.483
C 0.010 -3.896 -1.831
C -0.486 -2.885 -1.028
N 0.147 -1.730 -0.813
C 1.303 -1.536 -1.442
C 1.877 -2.470 -2.294
H -0.514 -4.830 -1.958
H -1.442 -3.011 -0.538
H 1.805 -0.599 -1.233
H 2.815 -2.277 -2.789
*
```

How is the electron density shared among the atoms? According to Mulliken, the charges in e are:
1 Sc 0.38
2 O 0.00
3 C 0.85
4 C -0.55
5 C -0.61
6 C -0.90
7 C -0.77
8 C 0.27
9 C -0.52
10 N 0.52
11 C -0.84
12 C -0.69
13 N 0.08
14 C -0.35
15 C 0.39
16 C -0.65
17 C -0.74
18 C -0.60
19 C -0.28
20 C 0.56
21 O -0.82
22 H 0.45
23 H 0.46
24 H 0.42
25 H 0.43
26 H 0.27
27 H 0.39
28 H 0.24
29 H 0.50
30 H 0.41
31 H 0.42
32 H 0.42
33 H 0.44
34 H 0.45
35 H 0.57
36 C -1.05
37 C -0.33
38 C -0.95
39 C -0.01
40 C -0.81
41 C 0.20
42 H 0.51
43 H 0.63
44 H 0.47
45 H 0.51
46 H 0.43
47 H 0.60
48 F -0.24
49 C 0.72
50 F -0.27
51 F -0.26
52 C 0.30
53 C -1.10
54 C -0.33
55 N 0.75
56 C -0.23
57 C -1.21
58 H 0.49
59 H 0.45
60 H 0.58
61 H 0.53

Record 3
Computed, not measured: a molecular structure, C3H5CsO4, with the ωB97M-V functional and the def2-TZVPD basis.

Output
- HOMO (eV) = -6.155

```
! wB97M-V def2-TZVPD RIJCOSX def2/J DEFGRID3
* xyz 0 1
Cs 5.096 0.130 0.075
O 1.030 -1.125 -0.913
C -0.130 -0.817 -0.740
O 5.519 1.880 2.569
H 5.147 2.003 3.440
O -0.518 0.297 -0.157
C -1.946 0.444 -0.266
H -2.249 1.225 -0.970
H -2.438 0.593 0.701
C -2.390 -0.914 -0.826
H -3.048 -0.731 -1.682
H -2.930 -1.452 -0.041
O -1.145 -1.531 -1.190
*
```

How is the electron density shared among the atoms? According to Mulliken, the charges in e are:
1 Cs 0.91
2 O -0.58
3 C 0.69
4 O -1.03
5 H 0.11
6 O -0.30
7 C -0.27
8 H 0.25
9 H 0.27
10 C -0.26
11 H 0.27
12 H 0.25
13 O -0.32

Record 4
Computed, not measured: a single C5H6O molecule, with the ωB97M-V functional and the def2-TZVPD basis.

Output
- SMILES string = C#C[C@@H]1C[C@@H]1O
- HOMO (eV) = -9.405

```
! wB97M-V def2-TZVPD RIJCOSX def2/J DEFGRID3
* xyz 0 1
O -1.026 -1.137 -1.328
C 0.261 -0.924 -0.837
C 0.732 0.494 -0.662
C 0.419 -0.387 0.537
C -0.772 0.016 1.309
C -1.002 1.158 1.626
H -1.643 -1.101 -0.581
H 0.982 -1.678 -1.135
H -0.004 1.254 -0.923
H 1.766 0.779 -0.835
H 1.252 -0.688 1.164
H -0.963 2.216 1.665
*
```

How is the electron density shared among the atoms? According to Mulliken, the charges in e are:
1 O -0.52
2 C -0.09
3 C -0.64
4 C 0.15
5 C -0.83
6 C -0.07
7 H 0.33
8 H 0.33
9 H 0.28
10 H 0.27
11 H 0.41
12 H 0.38

Record 5
Computed, not measured: a molecular structure, C42H47Cl2GaN4O2, with the ωB97M-V functional and the def2-TZVPD basis.

Output
- HOMO (eV) = -6.376

```
! wB97M-V def2-TZVPD RIJCOSX def2/J DEFGRID3
* xyz 0 1
Ga 0.005 -0.568 1.355
C 1.339 -0.484 -2.292
C 2.223 -1.366 -1.453
C 2.764 -2.540 -1.964
C 3.603 -3.328 -1.193
C 3.939 -2.932 0.091
C 3.424 -1.763 0.639
C 3.813 -1.315 2.017
C 2.544 -1.018 -0.141
N 1.888 0.162 0.385
C 2.462 1.289 0.219
C 3.854 1.459 -0.314
C 1.710 2.578 0.430
C 2.411 3.720 1.111
N 0.602 2.614 -0.175
C -0.206 3.768 -0.274
C -0.896 4.303 0.818
C -0.735 3.753 2.207
C -1.774 5.359 0.583
C -1.950 5.885 -0.684
C -1.250 5.344 -1.753
C -0.389 4.274 -1.569
C 0.335 3.644 -2.726
H 1.022 -1.012 -3.191
H 1.869 0.421 -2.604
H 0.449 -0.157 -1.750
H 2.508 -2.840 -2.973
H 3.997 -4.253 -1.593
H 4.599 -3.544 0.694
H 4.495 -2.031 2.473
H 2.925 -1.250 2.646
H 4.310 -0.340 1.993
H 4.289 0.515 -0.627
H 4.483 1.902 0.462
H 3.842 2.156 -1.155
H 2.678 3.456 2.136
H 1.780 4.605 1.117
H 3.336 3.960 0.584
H -0.678 2.666 2.205
H -1.579 4.054 2.827
H 0.170 4.131 2.691
H -2.331 5.767 1.419
H -2.639 6.704 -0.842
H -1.390 5.743 -2.751
H -0.007 4.064 -3.671
H 0.175 2.563 -2.736
H 1.414 3.801 -2.659
C -3.287 -4.479 1.435
C -3.389 -2.977 1.477
C -4.110 -2.312 0.331
O -2.925 -2.338 2.394
H -4.272 -4.926 1.285
H -2.834 -4.850 2.350
H -2.664 -4.767 0.585
H -3.785 -2.735 -0.619
H -3.928 -1.240 0.346
H -5.182 -2.506 0.427
Cl -0.746 -2.623 -0.550
C 0.179 -3.748 0.433
C 0.354 -5.027 -0.055
C 1.059 -5.960 0.687
C 1.569 -5.570 1.923
C 1.387 -4.286 2.383
Cl 2.054 -3.869 3.944
C 0.692 -3.257 1.670
N 0.589 -2.035 2.173
H -0.065 -5.286 -1.019
H 1.202 -6.966 0.321
H 2.116 -6.271 2.540
N -7.237 5.548 -1.532
C -6.416 4.803 -1.228
C -5.385 3.874 -0.853
C -4.431 3.483 -1.790
C -3.428 2.606 -1.425
C -3.366 2.110 -0.121
C -4.334 2.498 0.809
C -5.338 3.375 0.447
C -2.296 1.246 0.274
C -1.387 0.516 0.595
H -4.475 3.878 -2.796
H -2.673 2.308 -2.140
H -4.285 2.107 1.817
H -6.086 3.682 1.166
C -2.027 1.098 4.667
C -1.423 0.032 3.782
O -0.129 0.455 3.261
C 0.922 0.185 4.220
C 2.081 1.113 3.957
H -3.000 0.756 5.020
H -2.169 2.024 4.108
H -1.412 1.313 5.542
H -2.062 -0.158 2.924
H -1.283 -0.923 4.291
H 1.186 -0.870 4.123
H 0.517 0.364 5.217
H 2.486 0.952 2.958
H 2.879 0.913 4.673
H 1.773 2.155 4.057
*
```

How is the electron density shared among the atoms? According to Mulliken, the charges in e are:
1 Ga -1.23
2 C -1.26
3 C 1.33
4 C -1.02
5 C -1.10
6 C -0.85
7 C 1.03
8 C -0.90
9 C -0.77
10 N 1.48
11 C 0.99
12 C -2.10
13 C 0.29
14 C -1.86
15 N 0.60
16 C -0.63
17 C 1.38
18 C -1.49
19 C -0.75
20 C -1.16
21 C -0.93
22 C 1.09
23 C -1.50
24 H 0.50
25 H 0.36
26 H -0.01
27 H 0.45
28 H 0.41
29 H 0.39
30 H 0.44
31 H -0.01
32 H 0.27
33 H 0.39
34 H 0.45
35 H 0.46
36 H 0.26
37 H 0.44
38 H 0.49
39 H 0.18
40 H 0.52
41 H 0.38
42 H 0.44
43 H 0.46
44 H 0.42
45 H 0.45
46 H 0.21
47 H 0.33
48 C -1.19
49 C 0.96
50 C -0.82
51 O -0.44
52 H 0.47
53 H 0.30
54 H 0.20
55 H 0.26
56 H -0.07
57 H 0.48
58 Cl -0.20
59 C 1.61
60 C -0.94
61 C -0.82
62 C -0.39
63 C 0.41
64 Cl -0.25
65 C -1.31
66 N 0.79
67 H 0.47
68 H 0.40
69 H 0.44
70 N -0.54
71 C -0.12
72 C 0.70
73 C -0.85
74 C -0.16
75 C 0.21
76 C -0.30
77 C -0.87
78 C 0.31
79 C -0.34
80 H 0.45
81 H 0.49
82 H 0.58
83 H 0.48
84 C -1.50
85 C -0.29
86 O 0.31
87 C -0.23
88 C -0.85
89 H 0.47
90 H 0.11
91 H 0.40
92 H 0.21
93 H 0.37
94 H -0.06
95 H 0.64
96 H -0.19
97 H 0.52
98 H 0.36

Quick rundown of calculated total energy, same order as above: -70760.0117, -66842.7794, -11928.4642, -7325.2135, -131792.3399 eV